C4H7NO | ωB97M-V/def2-TZVPD

Values from the calculation:
relative energy (zero: lowest compared OMol25 entry of this formula, charge and spin): 48.0 kcal/mol
highest occupied orbital energy: -0.37542 Eh
max |F|: 1.10 eV Å⁻¹
HOMO-LUMO gap: 10.9 eV
SMILES string: C=CCC#N.O
E: -7797.565 eV
net charge: 0

Each line ends with the natural charge from an NBO analysis.
Geometry (Å):
C: 0.05789 -0.53135 -1.03542  -0.316
C: 0.47418 0.33615 -0.11441  -0.257
C: 0.37980 0.04345 1.36871  -0.544
C: 1.62129 -0.64481 1.74210  0.286
N: 2.62349 -1.18852 1.93531  -0.321
H: 0.19752 -0.35842 -2.09909  0.207
H: -0.48248 -1.43822 -0.77629  0.211
H: 1.00856 1.23884 -0.40203  0.216
H: -0.47414 -0.60417 1.60092  0.256
H: 0.27268 0.94694 1.97893  0.255
O: -2.21607 0.53092 -1.28095  -0.936
H: -1.99162 0.82034 -2.17163  0.464
H: -1.47111 0.84885 -0.74616  0.478

C4H7NO | ωB97M-V/def2-TZVPD

Values from the calculation:
relative energy (zero: lowest compared OMol25 entry of this formula, charge and spin): 58.7 kcal/mol
highest occupied orbital energy: -0.36726 Eh
max |F|: 0.71 eV Å⁻¹
HOMO-LUMO gap: 10.9 eV
E: -7797.097 eV
net charge: 0

Each line ends with the natural charge from an NBO analysis.
Geometry (Å):
C: 0.32968 0.81826 0.88465  -0.489
C: 0.64030 0.10931 -0.46054  -0.103
C: 0.10045 -1.31199 -0.55335  -0.073
O: -1.22982 -1.37875 -0.08649  -0.701
C: -0.65986 1.53342 -0.05459  0.089
N: -0.27898 1.02235 -1.16270  -0.360
H: 1.15782 1.42085 1.27729  0.230
H: 0.04703 0.16285 1.72311  0.198
H: -1.16204 -1.21628 0.86324  0.458
H: 1.66799 0.18639 -0.82371  0.200
H: 0.71711 -2.00436 0.03176  0.163
H: 0.12476 -1.63079 -1.60098  0.195
H: -1.45443 2.28875 -0.03769  0.193

C4H7NO | ωB97M-V/def2-TZVPD

Values from the calculation:
relative energy (zero: lowest compared OMol25 entry of this formula, charge and spin): 38.9 kcal/mol
highest occupied orbital energy: -0.38348 Eh
max |F|: 1.12 eV Å⁻¹
HOMO-LUMO gap: 11.3 eV
SMILES string: CCOCC#N
E: -7797.959 eV
net charge: 0

Each line ends with the natural charge from an NBO analysis.
Geometry (Å):
C: -1.47434 -0.78353 0.20769  -0.637
C: -0.75420 0.26506 -0.62465  -0.073
O: -0.03675 1.14552 0.23937  -0.522
C: 1.34073 0.94325 0.38078  -0.158
C: 1.79229 -0.43901 0.11124  0.242
N: 2.13078 -1.50844 -0.17009  -0.309
H: -1.98587 -0.28265 1.03522  0.216
H: -2.21654 -1.32290 -0.38905  0.215
H: -0.77371 -1.51310 0.62765  0.217
H: -1.46334 0.88867 -1.17764  0.189
H: -0.08025 -0.19657 -1.35760  0.182
H: 1.60806 1.20639 1.40975  0.229
H: 1.91314 1.59730 -0.29266  0.210

C4H7NO | ωB97M-V/def2-TZVPD

Values from the calculation:
relative energy (zero: lowest compared OMol25 entry of this formula, charge and spin): 39.1 kcal/mol
highest occupied orbital energy: -0.36386 Eh
max |F|: 0.45 eV Å⁻¹
HOMO-LUMO gap: 10.9 eV
SMILES string: C[C@H]1CN1C=O
E: -7797.949 eV
net charge: 0

Each line ends with the natural charge from an NBO analysis.
Geometry (Å):
C: -1.72089 -0.28226 0.49522  -0.621
C: -0.30853 -0.50287 0.00261  -0.060
C: 0.23612 0.16207 -1.22547  -0.234
N: 0.59974 0.62238 0.08759  -0.449
C: 1.89621 0.55530 0.56784  0.540
O: 2.88203 0.82023 -0.07877  -0.560
H: -1.70619 0.11446 1.51520  0.222
H: -2.28716 -1.21868 0.49904  0.218
H: -2.25196 0.43616 -0.13697  0.216
H: 0.12290 -1.48023 0.22803  0.198
H: 1.00875 -0.34691 -1.79916  0.212
H: -0.40483 0.83105 -1.79584  0.205
H: 1.93380 0.28931 1.64068  0.112

C4H7NO | ωB97M-V/def2-TZVPD

Values from the calculation:
relative energy (zero: lowest compared OMol25 entry of this formula, charge and spin): 70.7 kcal/mol
highest occupied orbital energy: -0.34894 Eh
max |F|: 1.72 eV Å⁻¹
HOMO-LUMO gap: 10.5 eV
SMILES string: [H]/N=C/OCC=C
E: -7796.578 eV
net charge: 0

Each line ends with the natural charge from an NBO analysis.
Geometry (Å):
H: -0.05669 0.91169 3.02043  0.354
N: -0.67261 0.73222 2.23521  -0.719
C: -0.01337 0.13197 1.34146  0.423
O: -0.57985 -0.91406 0.69978  -0.498
C: 0.09460 -1.28633 -0.48305  -0.125
C: 0.28368 -0.05876 -1.31174  -0.212
C: -0.37821 1.05522 -0.99272  -0.396
H: 1.06472 0.22236 1.13193  0.132
H: 1.05960 -1.78389 -0.27072  0.184
H: -0.55010 -2.01499 -0.96786  0.216
H: 0.95597 -0.10521 -2.16306  0.212
H: -1.35034 1.09431 -0.51823  0.225
H: -0.08356 2.01899 -1.35860  0.202

C4H7NO | ωB97M-V/def2-TZVPD

Values from the calculation:
relative energy (zero: lowest compared OMol25 entry of this formula, charge and spin): 98.6 kcal/mol
highest occupied orbital energy: -0.30060 Eh
max |F|: 0.46 eV Å⁻¹
HOMO-LUMO gap: 8.8 eV
SMILES string: C=C=C(O)NC
E: -7795.368 eV
net charge: 0

Each line ends with the natural charge from an NBO analysis.
Geometry (Å):
C: 1.55462 -1.12292 -1.70194  -0.418
C: 1.28757 -0.40728 -0.60781  -0.421
C: -0.08771 -0.12284 -0.18970  0.568
O: -1.26694 -0.45730 -0.71847  -0.653
N: 0.01840 0.58198 0.89299  -0.553
C: -1.04713 1.12545 1.71269  -0.429
H: 0.78776 -1.54824 -2.36444  0.141
H: 2.57142 -1.33558 -2.01467  0.202
H: -1.11452 -0.98017 -1.51875  0.501
H: 1.24466 0.45604 0.71606  0.425
H: -2.02651 0.86885 1.30471  0.212
H: -0.95398 2.21205 1.76219  0.212
H: -0.96765 0.72996 2.72714  0.212

C4H7NO | ωB97M-V/def2-TZVPD

Values from the calculation:
relative energy (zero: lowest compared OMol25 entry of this formula, charge and spin): 52.4 kcal/mol
highest occupied orbital energy: -0.35771 Eh
max |F|: 0.76 eV Å⁻¹
HOMO-LUMO gap: 10.7 eV
SMILES string: CN1C[C@H]1C=O
E: -7797.372 eV
net charge: 0

Each line ends with the natural charge from an NBO analysis.
Geometry (Å):
C: -0.85713 -1.49844 -0.31793  -0.414
N: -0.07499 -0.32482 -0.66655  -0.384
C: 1.21938 -0.20878 -0.04772  -0.234
C: 0.05911 0.61235 0.43285  -0.205
C: -0.07440 2.06569 0.08133  0.432
O: -0.14044 2.95811 0.89539  -0.512
H: -0.55402 -2.34228 -0.94525  0.205
H: -1.91273 -1.28922 -0.51245  0.206
H: -0.74526 -1.75809 0.73938  0.169
H: 1.55859 -0.97813 0.64988  0.198
H: 2.00390 0.21134 -0.67497  0.211
H: -0.36160 0.29981 1.38258  0.210
H: -0.12040 2.25245 -1.01653  0.117

C4H7NO | ωB97M-V/def2-TZVPD

Values from the calculation:
relative energy (zero: lowest compared OMol25 entry of this formula, charge and spin): 66.6 kcal/mol
highest occupied orbital energy: -0.32686 Eh
max |F|: 0.70 eV Å⁻¹
HOMO-LUMO gap: 9.6 eV
SMILES string: C=C=N.C=CO
E: -7796.758 eV
net charge: 0

Each line ends with the natural charge from an NBO analysis.
Geometry (Å):
C: -2.18070 -0.40965 1.06620  -0.668
C: -1.65772 0.60333 0.41842  0.434
N: -1.21820 1.59283 -0.16014  -0.647
H: -1.78402 -0.70036 2.03145  0.246
H: -3.00387 -0.96616 0.63403  0.242
H: -0.44230 1.35831 -0.78502  0.385
C: 0.99741 -0.73989 -1.22266  -0.529
C: 1.72809 0.02547 -0.41646  0.129
O: 1.61040 -0.03677 0.93733  -0.680
H: 0.27677 -1.44357 -0.81612  0.219
H: 1.12290 -0.67648 -2.29714  0.214
H: 2.45529 0.74057 -0.80201  0.171
H: 2.16953 0.63528 1.34146  0.484

C4H7NO | ωB97M-V/def2-TZVPD

Values from the calculation:
relative energy (zero: lowest compared OMol25 entry of this formula, charge and spin): 110.5 kcal/mol
highest occupied orbital energy (spin up / spin down): -0.29572 / -0.29568 Eh
max |F|: 1.11 eV Å⁻¹
HOMO-LUMO gap (spin up / spin down): 8.1 / 8.1 eV
E: -7794.854 eV
net charge: 0

Each line ends with the natural charge from an NBO analysis.
Geometry (Å):
C: 1.86506 0.41028 0.50058  -0.361
O: 0.69351 -0.22196 0.78254  -0.331
C: -0.12545 -0.67655 -0.08142  0.247
C: -1.47679 -1.11710 0.34623  -0.691
C: -0.18532 1.79638 -0.92907  0.023
N: -1.11938 2.13528 -1.52328  -0.365
H: 2.43765 0.56317 1.40698  0.189
H: 0.78099 1.58404 -0.36408  0.223
H: 2.38378 0.02136 -0.37669  0.166
H: 0.22943 -0.81210 -1.10284  0.178
H: -1.60885 -2.19274 0.18024  0.231
H: -1.63579 -0.89656 1.40411  0.238
H: -2.23885 -0.59348 -0.24332  0.253

C4H7NO | ωB97M-V/def2-TZVPD

Values from the calculation:
relative energy (zero: lowest compared OMol25 entry of this formula, charge and spin): 51.1 kcal/mol
highest occupied orbital energy: -0.32957 Eh
max |F|: 0.43 eV Å⁻¹
HOMO-LUMO gap: 9.9 eV
SMILES string: C=NC/C=C/O
E: -7797.427 eV
net charge: 0

Each line ends with the natural charge from an NBO analysis.
Geometry (Å):
C: 0.59723 2.19136 -0.15830  -0.065
N: 1.00205 1.17048 -0.78297  -0.374
C: 1.09689 -0.05820 -0.00115  -0.273
C: -0.02954 -1.00061 -0.33488  -0.329
C: -1.16158 -0.98088 0.36621  0.171
O: -2.23156 -1.80096 0.22341  -0.670
H: 0.35046 2.18405 0.91543  0.135
H: 0.46529 3.13444 -0.69001  0.174
H: 1.08502 0.15209 1.08159  0.172
H: 2.05702 -0.53397 -0.22987  0.209
H: 0.08901 -1.67729 -1.18003  0.201
H: -1.33386 -0.25709 1.16057  0.173
H: -1.98643 -2.52342 -0.37000  0.477

C4H7NO | ωB97M-V/def2-TZVPD

Values from the calculation:
relative energy (zero: lowest compared OMol25 entry of this formula, charge and spin): 86.4 kcal/mol
highest occupied orbital energy: -0.30905 Eh
max |F|: 0.61 eV Å⁻¹
HOMO-LUMO gap: 9.5 eV
E: -7795.898 eV
net charge: 0

Each line ends with the natural charge from an NBO analysis.
Geometry (Å):
C: -1.11371 -1.77742 0.42861  -0.730
C: -0.35004 -1.04158 -0.63238  0.453
C: 1.03270 1.89436 -0.90456  -0.238
N: 0.74989 1.63805 0.30611  -0.295
C: 0.34525 1.27053 1.40797  -0.063
O: 0.81025 -1.24134 -0.91286  -0.547
H: -1.99773 -2.25776 -0.00675  0.231
H: -0.47550 -2.52214 0.90841  0.230
H: -1.45859 -1.04356 1.16663  0.252
H: -0.92433 -0.25207 -1.16372  0.106
H: 1.41982 1.09033 -1.52421  0.224
H: 0.87870 2.89701 -1.28919  0.199
H: 1.08328 1.34558 2.21595  0.179

C4H7NO | ωB97M-V/def2-TZVPD

Values from the calculation:
relative energy (zero: lowest compared OMol25 entry of this formula, charge and spin): 91.1 kcal/mol
highest occupied orbital energy: -0.31087 Eh
max |F|: 3.14 eV Å⁻¹
HOMO-LUMO gap: 9.3 eV
E: -7795.696 eV
net charge: 0

Each line ends with the natural charge from an NBO analysis.
Geometry (Å):
C: 2.12113 -0.16992 0.22932  -0.672
C: 0.66883 -0.02110 -0.07522  0.571
N: 0.11546 0.97466 -0.66732  -0.512
C: -1.29237 0.75970 -0.52606  -0.239
C: -1.43537 -0.69920 -0.16511  -0.128
O: -0.12992 -1.01157 0.38361  -0.490
H: 2.25510 -0.31190 1.30847  0.238
H: 2.64487 0.73170 -0.08893  0.242
H: 2.54778 -1.04435 -0.27111  0.235
H: -1.69944 1.47917 0.68892  0.089
H: -2.02670 1.57401 -0.39422  0.267
H: -1.57186 -1.39365 -1.00788  0.189
H: -2.19753 -0.86755 0.58553  0.209

C4H7NO | ωB97M-V/def2-TZVPD

Values from the calculation:
relative energy (zero: lowest compared OMol25 entry of this formula, charge and spin): 149.8 kcal/mol
highest occupied orbital energy: -0.32515 Eh
max |F|: 3.89 eV Å⁻¹
HOMO-LUMO gap: 9.3 eV
E: -7793.149 eV
net charge: 0

Each line ends with the natural charge from an NBO analysis.
Geometry (Å):
C: -1.50276 -0.22301 -0.03570  0.036
C: -0.38371 -0.12743 -0.49204  -0.078
C: 1.01342 -0.30658 -0.95253  -0.166
C: -2.82797 -0.32613 0.40104  -0.696
N: 3.04780 0.70493 0.76605  -0.448
O: 2.63619 -0.30072 -0.06359  -0.420
H: 1.07835 -1.24482 -1.33456  0.206
H: 1.23225 0.44004 -1.71497  0.200
H: -3.46221 0.48407 0.03468  0.243
H: -2.74424 -0.16667 1.54179  0.247
H: -3.32641 -1.28934 0.21160  0.244
H: 2.42828 0.85908 1.53849  0.319
H: 2.81101 1.49659 0.09976  0.314

C4H7NO | ωB97M-V/def2-TZVPD

Values from the calculation:
relative energy (zero: lowest compared OMol25 entry of this formula, charge and spin): 105.5 kcal/mol
highest occupied orbital energy: -0.27238 Eh
max |F|: 0.47 eV Å⁻¹
HOMO-LUMO gap: 8.1 eV
E: -7795.068 eV
net charge: 0

Each line ends with the natural charge from an NBO analysis.
Geometry (Å):
C: -1.62274 -0.45564 0.27923  -0.652
C: -0.25770 -0.61623 -0.37122  -0.261
C: 0.05782 0.47121 -1.38628  -0.236
N: 0.62858 0.48676 -0.06291  -0.365
C: 1.67040 0.44701 0.68079  0.485
O: 1.77283 -0.56778 1.50908  -0.640
H: -1.60665 -0.79877 1.32068  0.207
H: -2.34483 -1.08567 -0.25122  0.219
H: -2.01464 0.57813 0.27346  0.172
H: 1.12862 -1.22773 1.10274  0.501
H: 0.75517 0.29099 -2.20555  0.198
H: -0.63715 1.29736 -1.55852  0.189
H: 2.47029 1.18036 0.66970  0.184

C4H7NO | ωB97M-V/def2-TZVPD

Values from the calculation:
relative energy (zero: lowest compared OMol25 entry of this formula, charge and spin): 78.2 kcal/mol
highest occupied orbital energy: -0.29239 Eh
max |F|: 0.51 eV Å⁻¹
HOMO-LUMO gap: 8.8 eV
SMILES string: C/C([O-])=C1\C[NH2+]1
E: -7796.253 eV
net charge: 0

Each line ends with the natural charge from an NBO analysis.
Geometry (Å):
C: 1.91780 -0.29769 0.82952  -0.701
C: 0.74538 0.40882 0.20586  0.502
O: 0.58022 1.62875 0.31027  -0.646
C: -0.09714 -0.42673 -0.63147  -0.294
C: -1.45084 -0.74033 -0.14021  -0.230
N: -1.27519 0.41793 -1.04042  -0.571
H: 1.63000 -1.29959 1.16501  0.222
H: 2.33208 0.29235 1.64808  0.225
H: 2.67882 -0.42951 0.05167  0.242
H: -1.78863 -0.40827 0.84609  0.195
H: -2.03669 -1.56612 -0.54541  0.203
H: -1.40831 0.35330 -2.03644  0.420
H: -1.25918 1.35257 -0.61928  0.433

C4H7NO | ωB97M-V/def2-TZVPD

Values from the calculation:
relative energy (zero: lowest compared OMol25 entry of this formula, charge and spin): 73.6 kcal/mol
highest occupied orbital energy: -0.34598 Eh
max |F|: 1.57 eV Å⁻¹
HOMO-LUMO gap: 10.4 eV
SMILES string: O[C@H]1C[C@H]2N[C@@H]12
E: -7796.453 eV
net charge: 0

Each line ends with the natural charge from an NBO analysis.
Geometry (Å):
O: -0.43210 1.96290 -0.10795  -0.708
C: -0.64332 0.64769 -0.52984  0.084
C: 0.56280 -0.13907 -1.14154  -0.428
C: 0.49435 -1.13016 0.12801  -0.078
N: 0.65972 -0.20365 1.27309  -0.638
C: -0.66869 -0.33177 0.61439  -0.129
H: 0.24109 1.87600 0.59051  0.480
H: -1.54156 0.62004 -1.15126  0.184
H: 1.45715 0.49082 -1.28080  0.221
H: 0.30722 -0.55968 -2.12956  0.219
H: 0.71805 -2.21038 0.18968  0.221
H: 0.30578 -0.55227 2.17079  0.365
H: -1.46049 -0.47046 1.37449  0.208

C4H7NO | ωB97M-V/def2-TZVPD

Values from the calculation:
relative energy (zero: lowest compared OMol25 entry of this formula, charge and spin): 109.6 kcal/mol
highest occupied orbital energy: -0.26297 Eh
max |F|: 0.61 eV Å⁻¹
HOMO-LUMO gap: 7.9 eV
E: -7794.893 eV
net charge: 0

Each line ends with the natural charge from an NBO analysis.
Geometry (Å):
C: 1.99375 1.13722 0.69418  -0.551
C: 0.23691 -0.87941 -0.31866  -0.500
C: -1.27759 -1.20581 -0.42118  -0.210
N: -1.51877 0.22290 -0.16296  -0.577
C: -0.21585 0.51501 0.00363  0.729
O: 0.35374 1.55585 0.34198  -0.476
H: 2.43918 1.83753 -0.03643  0.122
H: 2.00945 1.71717 1.63604  0.125
H: 0.81098 -1.31855 0.49496  0.276
H: 0.81343 -0.94203 -1.24311  0.252
H: -1.65485 -1.85335 0.37426  0.198
H: -1.63695 -1.54182 -1.39570  0.197
H: -2.35343 0.75532 0.03298  0.414

C4H7NO | ωB97M-V/def2-TZVPD

Values from the calculation:
relative energy (zero: lowest compared OMol25 entry of this formula, charge and spin): 139.5 kcal/mol
highest occupied orbital energy: -0.33916 Eh
max |F|: 0.24 eV Å⁻¹
HOMO-LUMO gap: 9.5 eV
E: -7793.597 eV
net charge: 0

Each line ends with the natural charge from an NBO analysis.
Geometry (Å):
C: -0.81654 0.49788 -0.18233  -0.497
C: 0.42469 0.78181 -1.02988  -0.092
O: 1.61489 0.40579 -0.23221  -0.475
C: 1.35346 -0.68561 0.43219  0.508
N: 0.43604 -1.54193 0.00586  -0.555
C: -0.69112 -0.93354 0.39459  -0.036
H: -0.96234 1.27635 0.57167  0.223
H: -1.68773 0.51064 -0.84858  0.242
H: 0.43575 0.19117 -1.94731  0.201
H: 0.56956 1.83930 -1.24837  0.210
H: 0.94432 -0.39711 1.75808  0.059
H: -0.02418 -0.40994 1.83938  0.003
H: -1.59680 -1.53480 0.48692  0.208